Computed, not measured: 8 unconnected molecules or ions with the total composition C21H38Cl3N5O3 at a distorted geometry, with ωB97M-V/def2-TZVPD.

```
70
Properties=species:S:1:pos:R:3:forces:R:3
C -1.854 -1.156 -4.733 -1.9 0.6 1.8
C -2.557 -2.465 -4.300 3.1 -0.6 0.9
O -1.852 -3.439 -3.966 -1.1 1.7 -0.7
N -3.913 -2.494 -4.221 -0.1 -2.3 -0.9
H -10.615 -0.159 -1.232 0.1 -0.1 0.1
H -4.350 -1.714 -4.678 -0.3 0.0 -0.2
C -4.379 -3.928 -4.631 0.0 2.3 0.5
H -0.876 -1.074 -4.283 0.1 -0.2 0.2
H -2.500 -0.289 -4.389 0.9 -0.8 -0.5
H -1.740 -1.064 -5.782 -0.1 -0.2 -1.1
H -5.021 -4.343 -3.878 -1.0 0.1 -0.1
H -3.517 -4.533 -4.558 1.0 -0.5 -0.2
H -4.710 -3.866 -5.667 -0.5 -0.3 0.3
C -4.035 2.438 1.185 1.5 0.7 0.5
C -3.560 1.338 0.282 0.1 0.1 1.5
O -3.006 0.354 0.771 -0.1 0.1 -0.4
N -3.797 1.467 -1.022 -0.7 0.0 -0.3
H -4.336 2.258 -1.360 0.2 -0.4 0.1
H -6.612 -2.334 0.739 0.3 0.2 0.4
C -3.595 0.297 -1.826 -1.2 -1.0 -1.1
H -3.633 2.188 2.193 -0.3 0.6 -0.7
H -5.083 2.490 1.221 -1.6 -0.4 0.2
H -3.785 3.464 0.836 0.4 -0.7 0.3
H -4.220 -0.638 -1.535 1.1 1.6 -0.1
H -2.545 0.074 -1.793 0.4 -0.6 -0.1
H -3.883 0.546 -2.861 0.2 -0.1 0.4
C -3.964 -0.470 6.213 -0.8 -0.8 -0.9
C -4.831 -1.298 5.271 -1.0 0.6 2.7
O -5.933 -1.700 5.580 -0.6 0.1 -0.2
N -4.241 -1.663 4.155 1.3 -0.9 -3.3
H -3.252 -1.454 4.098 -0.2 0.1 -0.4
H 14.620 0.714 -5.118 0.0 0.0 0.0
C -4.812 -2.556 3.163 -0.1 0.0 2.4
H -3.588 0.400 5.685 0.0 0.3 0.3
H -3.159 -1.146 6.455 0.6 0.1 0.4
H -4.581 -0.288 7.080 0.2 0.4 0.2
H -4.013 -3.139 2.799 0.8 -0.8 -0.7
H -5.243 -2.065 2.278 -0.7 0.5 -0.6
H -5.550 -3.191 3.684 0.1 0.4 -0.5
C -0.338 3.072 0.386 -0.5 -1.2 -1.2
N 1.008 2.513 0.382 0.9 0.1 0.5
C 1.317 1.318 1.027 -1.2 0.4 0.4
C 2.521 0.774 1.104 3.1 0.3 0.5
C 3.644 1.629 0.659 0.0 -3.2 1.5
C 3.411 2.840 0.338 0.4 5.3 -1.9
C 2.057 3.528 0.228 0.0 -2.9 1.6
C 5.048 1.159 0.613 -0.9 -1.7 1.1
C 5.232 -0.068 -0.026 3.0 -0.2 -1.2
C 6.540 -0.524 -0.375 -0.9 2.4 1.1
N 7.575 0.258 0.056 0.0 -1.2 -0.1
C 7.333 1.221 1.011 3.3 -1.3 -0.6
C 6.155 1.668 1.370 -3.3 -0.9 -2.4
C 9.036 -0.141 -0.196 -2.3 0.6 -0.8
H -0.490 4.028 0.885 0.2 -0.6 0.8
H -1.003 2.232 0.611 -0.2 0.5 0.6
H -0.612 3.309 -0.631 0.1 0.1 -0.7
H 0.598 0.745 1.601 -0.9 0.6 -0.5
H 2.855 0.034 1.849 -1.0 -0.1 -0.7
H 4.303 3.421 0.013 -0.9 0.1 0.2
H 1.961 3.979 -0.720 -0.2 1.1 -0.8
H 4.521 -0.680 -0.521 -1.4 0.1 0.1
H 6.639 -1.393 -1.030 0.6 0.4 0.3
H 8.186 1.559 1.579 0.4 0.0 -0.4
H 6.071 2.348 2.141 -0.4 1.5 1.3
H 9.234 -0.411 -1.233 -0.4 0.3 0.0
H 9.127 -1.000 0.388 0.9 -1.3 1.1
H 9.609 0.699 0.108 0.7 0.4 0.3
Cl 8.562 -4.696 -2.437 -2.2 1.1 -0.2
Cl 1.772 4.746 1.565 0.9 0.4 -0.2
Cl 6.649 -3.726 -2.601 2.2 -1.1 0.2
```
Positions in Å, forces in eV/Å.

Summary:
Net charge = +2
Multiplicity = 1

Computed, not measured: 14 unconnected molecules or ions with the total composition H28O14 at a distorted geometry, with ωB97M-V/def2-TZVPD.

```
42
Properties=species:S:1:pos:R:3:forces:R:3
H 0.417 0.094 -0.964 -0.1 0.0 0.1
H -0.642 0.337 0.098 -0.1 -0.2 -0.2
H 2.239 1.195 2.246 -0.1 0.1 0.1
H 0.958 1.886 1.806 -0.1 0.2 0.0
H -2.272 0.940 3.965 -0.1 -0.2 -0.3
H -2.553 0.535 5.403 0.0 -0.2 0.0
H 0.782 0.430 -5.458 0.1 0.0 -0.1
H 0.450 1.737 -4.758 -0.1 0.0 0.1
H -3.960 -1.734 0.222 0.1 0.0 0.0
H -3.364 -2.667 -0.820 0.0 0.0 0.3
H 2.316 -2.577 -1.696 0.0 0.1 0.0
H 1.732 -1.238 -2.117 0.1 -0.1 -0.1
H -2.477 -4.586 1.864 0.1 0.0 0.0
H -1.354 -3.567 1.977 0.1 0.0 -0.1
H -2.514 2.884 3.857 0.1 0.3 -0.1
H -3.524 3.021 2.730 0.0 -0.1 0.0
H 1.234 -3.918 -0.008 -0.2 0.1 0.2
H 2.480 -3.359 0.660 -0.1 0.1 0.1
H 5.351 -0.410 2.268 0.0 0.0 -0.1
H 4.047 0.041 1.631 0.1 0.0 -0.2
H 1.579 1.836 -0.131 0.0 0.5 -0.2
H 0.705 2.932 -0.716 0.1 -0.2 0.2
H -2.171 -1.984 -4.034 0.0 0.1 0.0
H -2.591 -2.208 -2.591 0.1 0.3 0.0
H 2.177 1.794 -3.813 0.6 -0.3 0.5
H 2.150 0.742 -2.717 0.1 0.5 -0.1
H -1.590 3.717 -0.089 0.2 0.0 0.0
H -1.698 3.028 1.262 0.1 0.1 0.2
O -0.239 0.740 -0.679 -0.4 -0.4 0.3
O 1.909 2.024 1.880 0.1 -0.5 0.5
O -2.589 0.202 4.498 0.1 0.1 0.2
O 1.153 1.085 -4.857 -1.2 -0.5 -1.3
O -3.144 -1.916 -0.257 -0.1 -0.1 0.0
O 2.047 -1.720 -1.344 -0.1 0.1 -0.2
O -1.557 -4.437 1.616 -0.2 0.0 0.1
O -2.621 2.736 2.911 -0.2 -0.2 0.3
O 1.562 -3.592 0.838 0.1 -0.2 0.0
O 4.908 -0.336 1.416 -0.1 -0.1 0.3
O 1.601 2.578 -0.745 0.1 0.7 0.2
O -2.282 -1.523 -3.195 0.0 -0.2 -0.2
O 2.482 1.624 -2.915 0.9 0.1 0.1
O -1.140 3.632 0.759 -0.1 0.0 -0.4
```
Positions in Å, forces in eV/Å.

Summary:
Multiplicity = 1

Computed, not measured: a molecular structure, C3H9N2O at a distorted geometry, with ωB97M-V/def2-TZVPD.

```
15
Properties=species:S:1:pos:R:3:forces:R:3
C 0.753 -1.325 -1.528 -0.1 0.6 -0.5
C 0.582 0.937 -0.377 1.6 0.4 2.7
C -1.856 0.440 1.453 3.4 -4.1 0.7
N 0.051 -0.416 -0.535 2.1 1.3 -2.4
N -0.902 -0.744 0.197 -2.7 2.5 2.5
O -1.447 -1.776 0.159 -0.7 -2.7 -0.3
H 1.769 -0.770 -1.671 -1.7 -1.9 0.4
H 0.704 -2.391 -1.137 0.5 1.5 -0.5
H 0.221 -1.262 -2.529 0.4 -0.2 1.3
H 0.046 1.821 -0.710 -0.6 -0.5 -1.0
H 0.531 1.083 0.775 1.1 0.0 -1.9
H 1.634 0.935 -0.814 -1.5 0.2 1.0
H -2.818 0.074 1.173 -0.5 -0.2 0.1
H -1.559 1.380 1.151 0.3 2.0 -0.4
H -1.296 -0.009 2.392 -1.7 1.1 -1.9
```
Positions in Å, forces in eV/Å.

Summary:
Net charge = +1
Multiplicity = 1

Computed, not measured: CH6NOP in the gas phase at a distorted geometry, with ωB97M-V/def2-TZVPD.

```
10
Properties=species:S:1:pos:R:3:forces:R:3
C 0.002 -1.183 -0.075 3.5 2.7 0.5
P -0.794 0.191 0.856 -2.6 -1.6 -2.8
N 0.051 1.572 0.449 0.0 -2.3 0.3
O -2.254 0.184 0.307 3.2 0.3 2.3
H 1.111 -1.405 0.222 -2.1 0.3 -0.3
H -0.591 -2.019 -0.114 -1.3 -2.0 0.0
H 0.080 -0.722 -1.078 -0.2 -0.4 0.3
H -0.356 0.074 2.236 -0.7 0.0 -0.6
H -0.426 2.052 -0.279 -0.2 1.1 -0.1
H 0.268 1.957 1.327 0.4 1.9 0.5
```
Positions in Å, forces in eV/Å.

Summary:
SMILES = C[P@@H](N)=O
Multiplicity = 1

no.,electronic energy (hartree),HOMO (eV)
1,-2701.7968,-11.474
2,-1070.0424,-8.545
3,-304.0210,-15.387
4,-513.0610,-9.911